DFT (the ωB97M-V functional and the def2-TZVPD basis) results for C33H31BN21ORe as an isolated structure.

Structure (XYZ):
```
88
Properties=species:S:1:pos:R:3:forces:R:3:lowdin_charge:R:1
N -2.745210 -2.507754 -3.549239 0.0 0.0 0.0 -0.064
C 4.329375 -3.097352 -2.512478 0.0 0.0 0.0 -0.051
H -1.605656 3.761674 -0.062337 0.0 0.0 0.0 0.092
H -5.405595 0.280197 -1.797766 0.0 0.0 0.0 0.111
N -1.667256 -0.915332 0.361660 0.0 -0.1 0.0 -0.097
C -1.635808 -2.005192 2.267346 0.0 0.0 0.0 -0.050
H 4.622928 -3.461049 -5.235067 0.0 0.0 0.0 0.079
H -1.896792 -2.203759 3.293438 0.0 0.0 0.0 0.125
C 5.340066 0.101597 1.045751 0.0 0.1 -0.1 -0.521
N 4.683022 0.637936 2.141765 0.0 0.0 0.0 0.130
C 6.153260 -1.627989 -2.926589 0.0 0.0 0.0 -0.042
H 5.279740 1.216264 2.709978 0.0 0.0 0.0 0.151
C 2.359793 0.794852 1.409953 0.0 0.0 -0.1 -0.084
H 3.331587 -2.849779 -0.634712 0.0 0.0 0.0 0.112
N -4.200978 3.032181 -3.790331 0.0 0.0 0.0 0.050
C -2.474114 2.551966 2.828674 0.0 0.0 0.0 -0.058
O 6.470814 0.447961 0.766840 0.0 0.0 0.0 0.067
H 3.069550 3.746313 -1.592496 0.0 0.0 0.0 0.109
H -2.396564 -0.346290 6.549257 0.0 0.0 0.0 0.103
H 4.465640 1.962454 -2.589636 0.0 0.0 0.0 0.110
H -4.059353 0.789701 -5.051874 0.0 0.0 0.0 0.151
N -2.682926 -0.666699 -2.459562 0.0 0.0 -0.1 -0.150
N -4.404131 0.050463 1.213816 0.0 0.0 0.0 0.036
C -1.881885 3.217896 0.823435 0.0 0.0 0.0 -0.131
H -7.434450 0.058063 0.026356 0.0 0.0 0.0 0.103
C 3.299565 0.602528 2.421183 0.1 0.0 0.0 -0.231
H -4.601448 -1.932887 6.121904 0.0 0.0 0.0 0.095
N -3.173853 2.009885 -2.141996 0.0 0.0 0.0 -0.150
B -3.163381 0.102968 2.141080 0.1 0.0 0.0 -0.662
H 3.493439 -0.261322 -3.046854 0.0 0.0 0.0 0.097
H -5.118304 -1.598428 3.477630 0.0 0.0 0.0 0.116
C -4.081074 -1.306905 5.418721 0.0 0.0 0.0 -0.057
N 4.613356 -0.831291 0.355120 0.1 -0.1 0.1 0.144
H -0.261441 -3.593742 1.593425 0.0 0.0 0.0 0.100
N 1.046784 0.754506 1.604549 -0.1 0.0 0.1 0.103
H -0.422766 -2.168397 -0.747564 0.0 0.0 0.0 0.094
N -2.579747 0.124597 4.533429 0.0 0.0 0.0 0.068
H 3.540768 0.259575 4.526262 0.0 0.0 0.0 0.118
N -2.212351 1.932971 0.733413 0.0 0.0 0.0 -0.087
C 1.565807 0.252722 -2.273402 0.0 0.0 0.0 -0.013
C 0.616215 0.569874 2.852795 0.0 0.0 0.0 -0.138
C -3.675783 1.901319 -3.382341 0.0 0.0 0.0 -0.471
C -5.349429 0.183699 -0.726090 0.0 0.0 0.0 -0.104
N -2.133094 -0.935473 1.627600 0.0 0.0 0.0 0.029
C 2.645965 2.768802 -1.781797 0.0 0.0 0.0 -0.074
N -4.170577 0.179992 -0.111015 0.0 -0.1 -0.1 -0.075
H -2.721196 2.423810 3.866705 0.0 0.0 0.0 0.115
H 1.060855 0.271371 4.925241 0.0 0.0 0.0 0.106
H 6.011875 -4.317631 -4.576686 0.0 0.0 0.0 0.082
N -3.473866 -0.244101 3.581030 0.0 0.1 0.0 -0.014
C 0.789151 1.258864 -1.698920 0.0 -0.1 -0.1 -0.332
H -1.833400 4.640578 2.523985 0.0 0.0 0.0 0.101
C 1.470968 0.408962 3.933881 0.0 0.0 0.0 -0.045
Re -2.144001 0.652926 -0.976257 0.2 0.0 0.1 1.574
C 4.945321 -1.450837 -0.861700 0.0 0.1 -0.1 -0.240
H 3.749492 -1.136931 0.771861 0.0 0.0 0.0 0.128
C 2.837445 0.407945 3.715992 0.0 0.0 0.0 -0.005
N -4.009566 3.883414 -2.753628 0.0 0.0 0.0 -0.062
C -2.951318 -0.497916 5.636856 0.0 0.0 0.0 -0.147
C -6.375150 0.073445 0.208024 0.0 0.0 0.0 -0.025
H 0.698212 3.287716 -1.016434 0.0 0.0 0.0 0.107
H 1.118822 -0.713097 -2.472703 0.0 0.0 0.0 0.114
C 3.429196 1.767967 -2.345716 0.0 0.0 0.0 -0.070
C -2.021078 3.655873 2.136000 0.0 0.0 0.0 -0.026
C -0.812704 -2.691618 1.398228 0.0 0.0 0.0 -0.028
C -5.728795 0.005959 1.425388 0.0 0.1 0.0 -0.051
H -6.136449 -0.036175 2.419971 0.0 0.0 0.0 0.118
N -3.420775 3.307156 -1.782868 0.0 0.0 0.0 -0.053
H 6.614448 -0.210422 -1.375509 0.0 0.0 0.0 0.102
H 3.678859 -3.908560 -2.818939 0.0 0.0 0.0 0.116
C 5.971144 -1.015486 -1.693313 0.0 0.0 0.0 -0.017
C -4.373282 -1.122767 4.091951 0.1 -0.1 0.0 -0.090
N -3.278126 -1.569456 -4.369201 0.0 0.0 0.0 0.049
N -3.673915 0.750097 -4.123091 0.1 0.0 0.0 0.157
N -2.398462 -2.005957 -2.432026 0.0 0.0 0.0 -0.054
H 6.230238 -2.737780 -5.325153 0.0 0.0 0.0 0.074
C -0.874447 -1.971245 0.208369 0.0 0.0 0.0 -0.127
C 2.886336 0.514084 -2.598421 0.0 0.0 0.0 -0.070
C 5.343570 -2.668411 -3.365333 0.0 0.0 0.0 -0.291
C -3.218485 -0.458774 -3.673353 0.0 0.0 0.0 -0.467
N -2.570696 1.520842 1.976800 0.1 -0.1 0.0 0.026
H 6.953806 -1.275568 -3.566870 0.0 0.0 0.0 0.113
H 2.698654 0.978333 0.396400 0.0 0.0 0.0 0.099
C 4.134164 -2.505039 -1.278424 0.0 0.0 0.0 -0.036
C 1.322151 2.522685 -1.457338 0.0 0.0 0.0 -0.030
C 5.563565 -3.329571 -4.699053 0.0 0.0 0.0 -0.053
H -0.452464 0.557657 3.014535 0.0 0.0 0.0 0.070
N -0.533828 0.994346 -1.402524 -0.2 0.1 0.0 -0.100
```
Positions in Å, forces in eV/Å.

As for the net charge: 0. The calculation puts the energy relative to the best compared isomer or geometry (same formula, charge and spin) at 0.00 kcal per mole. As for the total energy: -70874.721 eV. As for the LUMO energy: -0.0291 Ha.

DFT (the ωB97M-V functional and the def2-TZVPD basis) results for C33H32As2IN4ReS2 as an isolated structure.

Structure (XYZ):
```
75
Properties=species:S:1:pos:R:3:forces:R:3:lowdin_charge:R:1
S 1.145118 0.194039 5.523958 0.0 0.0 -0.1 1.198
H 1.663205 2.581765 5.318636 0.0 0.1 0.0 0.107
As 0.719678 -0.185911 -1.361512 0.0 0.2 -0.5 1.231
H -0.387851 0.376595 0.904098 -0.1 0.0 -0.2 -0.006
H 1.709757 -2.517462 3.271390 -0.1 0.1 0.0 0.112
H 3.117704 1.529759 -1.413647 0.0 0.0 0.0 0.017
C 1.391539 -0.657446 4.056767 -0.1 -0.3 0.0 -0.644
C -3.036598 1.070936 3.602733 0.0 0.1 0.0 -0.034
H -3.041455 -4.810508 0.858456 0.0 0.0 0.0 0.101
C -3.085628 -2.683428 0.499942 0.0 0.0 0.1 -0.434
C -2.241544 2.144674 -3.087519 0.0 -0.1 0.0 -0.034
C -0.279622 2.525226 -1.151590 0.0 0.1 0.0 -0.130
H -2.310536 3.088893 3.574634 0.0 0.1 0.0 0.121
H 4.084624 -1.030901 -5.962051 0.0 0.0 0.0 0.127
C -1.200157 1.822932 2.248216 -0.1 0.0 0.1 -0.082
H -3.819702 1.281388 4.316290 0.0 0.0 0.0 0.126
C -1.069986 0.533727 1.748823 -0.1 0.0 0.1 -0.173
C 3.257423 -1.911175 -4.193459 0.0 0.1 0.0 -0.040
C -1.125045 3.570121 -1.497682 0.0 -0.1 0.0 -0.045
H -1.021549 4.532861 -1.018967 0.0 0.1 0.0 0.119
H 1.520441 1.514254 -3.673036 0.0 -0.1 0.0 0.107
C -0.367672 -1.761533 -1.011713 -0.1 0.0 -0.1 -0.340
H -2.766674 4.188505 -2.725944 0.0 0.0 0.0 0.127
H 3.581909 -1.978476 1.446729 0.0 0.0 -0.1 -0.003
C 1.830812 -0.480099 -2.897323 0.0 -0.1 0.1 -0.397
H -1.413325 -1.500686 -1.204702 0.1 0.0 0.0 0.061
As -1.656213 -2.393149 1.772999 -0.1 -0.2 -0.2 1.319
C 1.992407 1.439443 3.482677 -0.1 0.2 0.3 -0.329
C -2.186146 2.088838 3.186613 0.1 0.0 -0.1 -0.043
H -3.000432 2.002692 -3.843383 0.0 0.0 0.0 0.125
N 3.160270 2.466075 -1.029323 0.0 0.0 0.0 0.144
C 3.280364 -1.486884 0.516190 -0.2 0.1 0.1 -0.848
H 0.487595 2.682225 -0.399055 -0.1 0.0 0.0 0.067
H -0.571666 2.621260 1.881108 0.1 0.1 0.0 0.100
Re 1.817313 -0.084783 0.950971 -0.3 -0.4 0.2 1.336
C 2.843815 0.354617 -4.903811 0.0 0.0 0.0 -0.039
H 3.723118 -2.871111 -4.358496 0.0 -0.1 0.0 0.125
H -5.969852 -3.457458 -1.939697 0.0 0.0 0.0 0.121
C -0.175892 -2.310312 0.412461 0.2 -0.1 -0.1 -0.439
H -3.421959 -0.613583 -0.018957 0.0 0.0 0.0 0.099
C -0.420475 1.293537 -1.778932 -0.1 -0.1 0.0 -0.397
C -4.746007 -1.927748 -1.067090 0.0 0.0 -0.1 -0.060
N 1.819033 0.114792 3.052728 0.2 0.0 0.2 -0.093
H 0.834305 -2.503245 4.720981 0.0 0.1 0.0 0.130
C -3.712421 -1.645781 -0.189585 0.0 0.1 0.1 -0.130
H -0.075469 -2.510707 -1.752200 -0.1 0.1 0.0 0.088
C -3.505246 -3.999939 0.308489 0.1 0.1 0.0 -0.112
H -1.504372 0.140064 -3.257717 0.0 0.0 0.0 0.121
H 0.718091 -1.888149 0.981861 0.1 0.1 0.1 -0.037
C -5.154256 -3.242220 -1.262953 0.0 0.1 0.0 -0.045
I 4.965477 -0.490323 -0.274251 0.0 0.0 0.0 0.982
C -2.885652 -0.213085 3.110751 0.2 -0.1 -0.1 -0.093
H 2.275260 -2.543058 -2.406034 0.0 0.0 0.0 0.098
H 3.599270 3.162363 -1.613491 0.0 0.0 0.0 0.140
C 2.446736 -1.716364 -3.087994 -0.1 0.0 0.0 -0.127
H -4.862573 -5.295635 -0.723376 0.0 0.0 0.0 0.120
C 2.938060 3.610938 2.535159 -0.2 -0.4 0.0 -0.263
C -1.399432 1.095256 -2.751485 0.0 0.0 0.0 -0.086
C -2.105327 3.375685 -2.460195 0.0 0.0 0.0 -0.029
N 1.155069 -1.975806 3.920280 0.1 0.1 0.0 0.142
C -1.886114 -0.506353 2.176894 0.0 0.0 0.2 -0.419
C -4.535414 -4.276295 -0.578534 0.0 0.0 0.0 -0.052
H 2.984530 1.149249 -5.622473 0.0 0.0 0.0 0.124
H -5.244285 -1.123746 -1.590422 0.0 0.0 0.0 0.114
C 2.480462 2.349270 2.457889 0.1 0.3 0.2 -0.310
N 2.506918 1.808490 1.151715 0.1 0.1 -0.1 -0.131
S 3.432474 4.198156 0.987190 0.0 -0.1 0.0 1.195
C 2.023607 0.560564 -3.803261 0.0 0.1 0.1 -0.108
H -3.550657 -0.996227 3.459229 0.0 0.0 0.0 0.117
H 0.121926 -3.363476 0.342607 0.1 0.2 0.1 0.080
C 3.015962 2.694114 0.269726 0.0 0.0 -0.1 -0.686
H 2.953614 -2.229026 -0.214643 0.0 0.0 0.1 -0.021
C 1.648098 1.659465 4.766331 0.1 -0.1 -0.3 -0.267
C 3.457966 -0.873786 -5.096359 0.0 0.0 0.0 -0.025
H 3.033252 4.233103 3.407339 0.0 0.0 0.1 0.109
```
Positions in Å, forces in eV/Å.

As for the net charge: +3. Its spin multiplicity is 4. As for the total energy: -194251.996 eV. As for the LUMO energy (spin up / spin down): -0.3742 / -0.4011 Ha.

DFT (the ωB97M-V functional and the def2-TZVPD basis) results for C33H32BrN5O3STi as an isolated structure.

Structure (XYZ):
```
76
Properties=species:S:1:pos:R:3:forces:R:3:lowdin_charge:R:1
H -5.361269 5.148377 0.422639 0.0 0.0 0.0 0.107
H -1.492359 -2.843300 4.022152 0.0 0.0 0.0 0.129
C 4.081830 2.510101 0.938052 0.0 0.0 0.0 -0.074
C -3.794399 3.718235 0.152462 0.0 0.0 0.0 -0.020
C 3.564759 -0.217347 -3.118843 0.0 0.0 0.0 -0.026
C -1.066747 -4.058395 -1.695808 0.1 -0.1 0.0 -0.222
C 2.700137 -0.334879 -2.042954 0.0 0.0 0.0 -0.105
H 0.041419 -1.902011 2.360917 0.0 0.0 0.0 0.104
C -3.501564 2.132583 1.946457 0.0 0.0 0.0 -0.020
H -4.684159 -2.219501 1.210797 0.0 0.0 0.0 0.124
C 2.060054 -1.276264 1.409553 -0.1 0.1 -0.1 -0.339
H -1.367095 -4.907184 -2.310428 0.0 0.0 0.0 0.074
C 3.474758 1.274297 0.802504 0.0 0.0 0.0 -0.043
N -1.384897 -1.569129 0.908274 0.0 -0.2 0.1 -0.019
C 3.236797 0.661621 -4.139666 0.0 0.0 0.0 -0.032
C -0.386823 3.116202 -3.597779 0.1 0.0 0.0 -0.004
C 3.195379 -2.422855 3.212238 0.0 0.1 0.0 -0.072
C -2.686877 -1.663264 0.642576 0.0 0.0 0.0 -0.693
H 1.784257 2.106080 -4.806946 0.0 0.0 0.0 0.117
H -2.964688 1.290775 2.362702 0.0 0.0 0.0 0.111
C 2.408904 -3.678618 1.335726 0.0 -0.1 0.1 -0.088
C -1.007984 -1.995328 2.124826 0.1 0.0 0.0 -0.073
C -4.839403 4.301056 0.847351 0.0 0.0 0.0 -0.069
H 2.298629 -4.621759 0.813527 0.0 0.0 0.0 0.102
H 0.806890 -2.467505 -4.415338 0.0 0.0 0.0 0.063
C 2.068052 1.398294 -4.041176 0.0 0.0 0.0 0.013
N 1.572683 0.363774 -1.949232 0.0 0.0 0.1 0.034
H 5.139863 2.612829 0.732514 0.0 0.0 0.0 0.105
C 1.377008 2.222813 1.485687 0.0 0.0 0.0 -0.024
C -2.006650 1.975110 -0.016740 -0.1 0.1 0.0 -0.457
N -1.661523 2.410539 -1.199729 0.0 0.1 -0.1 0.103
H 2.826103 -0.309711 3.166158 0.0 0.0 0.0 0.121
H -3.487877 4.095755 -0.813090 0.0 0.0 0.0 0.110
H 3.416403 -4.554472 3.020869 0.0 0.0 0.0 0.102
C 1.987753 3.466044 1.607818 0.0 0.0 0.0 -0.071
H 3.693682 -2.378252 4.172453 0.0 0.0 0.0 0.108
C -3.641970 -2.177919 1.488401 0.1 0.0 0.0 -0.024
H -4.841417 2.337097 3.608073 0.0 0.0 0.0 0.105
C -3.217913 -2.625285 2.736761 -0.1 0.0 0.0 -0.297
H -0.648246 2.726133 -4.584242 0.0 0.0 0.0 0.097
C 2.110297 1.117746 1.066414 0.1 -0.2 -0.1 -0.306
H 2.918586 -1.003929 -1.219982 0.0 0.0 0.0 0.105
H 0.329463 2.099089 1.724562 0.0 0.0 0.0 0.101
H 4.059424 0.412810 0.500929 0.0 0.0 0.0 0.114
O -0.165124 -1.598686 -1.912802 0.0 -0.1 0.0 -0.660
H -1.855134 -3.817583 -0.986893 0.0 0.0 0.0 0.040
H 0.110676 -4.108598 -4.359268 0.0 0.0 0.0 0.070
H -6.035572 4.265314 2.627130 0.0 0.0 0.0 0.107
C -1.870163 -2.524211 3.059709 0.0 0.0 0.0 0.035
Br -3.286037 -0.998871 -1.025851 0.0 0.0 -0.1 0.920
C 3.336818 3.616889 1.332884 0.0 0.0 0.0 -0.088
H -1.247971 3.622405 -3.176276 0.0 0.0 0.0 0.071
C 0.036491 2.008317 -2.694591 -0.2 0.1 0.1 -0.232
C 2.713057 -1.253001 2.647184 0.1 0.0 0.1 -0.023
N 1.471763 -0.135225 0.850717 0.0 -0.2 0.0 -0.090
H 4.477451 -0.795716 -3.142495 0.0 0.0 0.0 0.115
Ti -0.049745 -0.117377 -0.423247 -0.4 0.5 0.1 1.023
H 1.401481 4.315969 1.933260 0.0 0.0 0.0 0.107
C 1.260408 1.226086 -2.924676 0.1 0.1 -0.2 -0.199
C 3.039409 -3.646367 2.571180 0.0 0.0 -0.1 -0.095
H -3.759617 -3.386543 4.402319 0.0 0.0 0.0 0.128
C -5.218105 3.804071 2.088372 0.0 0.0 0.0 -0.074
S -0.844839 -2.654801 -2.765043 -0.1 0.3 0.1 0.891
H 3.810234 4.584371 1.433946 0.0 0.0 0.0 0.103
O -4.152028 -3.122317 3.560326 0.1 0.0 0.0 0.109
H 0.423053 3.835681 -3.733151 0.0 0.0 0.0 0.096
C -3.121790 2.628961 0.701733 0.0 -0.1 0.0 -0.148
H 1.304121 -3.592494 -3.113254 0.0 0.0 0.0 0.070
O -1.415481 0.980428 0.561777 0.2 0.0 -0.1 -0.215
N -0.582216 1.677060 -1.620038 0.1 -0.3 0.2 -0.008
C 0.487967 -3.277817 -3.763109 0.1 -0.1 0.0 -0.226
H 1.470675 -2.543915 -0.223401 0.0 0.0 0.0 0.074
C 1.940969 -2.509491 0.754846 0.0 0.0 0.0 -0.082
H 3.887847 0.781987 -4.995324 0.0 0.0 0.0 0.118
C -4.549311 2.720366 2.639358 0.0 0.0 0.0 -0.070
H -0.128548 -4.255314 -1.176755 0.0 0.0 0.0 0.065
```
Positions in Å, forces in eV/Å.

As for the net charge: +1. The calculation puts the energy relative to the best compared isomer or geometry (same formula, charge and spin) at 1.80 kcal per mole. Its spin multiplicity is 2. As for the total energy: -152324.501 eV. As for the LUMO energy (spin up / spin down): -0.1058 / -0.1097 Ha.

Taking the records one at a time from the top gives max |F| values of 0.2, 0.5, 0.6 eV/A.